Entry 1:
# C3H7N

C3H7N in the gas phase at a distorted geometry (ωB97M-V/def2-TZVPD, the Open Molecules 2025 dataset).

Last column: natural (NBO) charge in e.
Atoms and positions in Å:
C -0.68311 1.40104 -0.22860  -0.422
C 0.16148 0.51078 -0.74203  -0.181
C 0.74905 -0.70976 -0.05385  -0.266
N -0.05136 -1.27509 1.02814  -0.815
H -0.98458 2.23674 -0.83756  0.204
H -1.12275 1.27312 0.75130  0.184
H 0.47857 0.67117 -1.76837  0.194
H 1.01155 -1.50714 -0.73897  0.201
H 1.70502 -0.34104 0.33572  0.200
H -0.85622 -1.70627 0.61520  0.351
H -0.40765 -0.55356 1.63901  0.349

HOMO-LUMO gap = 10.62 eV
total energy = -173.22373 Eh
highest occupied orbital energy = -9.4639 eV
maximum force = 1.08 eV Å⁻¹

---

Entry 2:
# C33H38CdN4S

A molecular structure, C33H38CdN4S at a distorted geometry (ωB97M-V/def2-TZVPD, the Open Molecules 2025 dataset).

Last column: Mulliken charge in e.
Atoms and positions in Å:
Cd -1.00935 -0.00213 -0.09197  1.855
N 0.42773 -3.17504 2.19214  -0.434
N 0.12393 -2.31841 -1.35953  0.702
C 0.83954 2.05287 -0.44931  0.631
C 1.95031 1.23875 -0.10752  0.871
C 1.78372 0.78542 1.23614  0.935
C 2.66603 -0.14719 1.98246  -1.636
H 3.49434 -0.49919 1.35533  0.368
H 2.10701 -1.02669 2.33836  0.316
H 3.11120 0.34058 2.86133  0.360
C 0.58210 1.32672 1.75249  0.807
C 0.10800 1.23439 3.15456  -1.548
H 0.58682 1.98394 3.80881  0.321
H 0.33816 0.24796 3.58579  0.336
H -0.97435 1.39419 3.23276  0.284
C -0.06770 2.05158 0.67924  -1.137
C -1.24460 2.95135 0.85156  -1.371
H -2.00573 2.48439 1.49178  0.251
H -1.71607 3.17707 -0.11504  0.312
H -0.97443 3.91661 1.31424  0.295
C 3.07632 0.87500 -1.00945  -1.608
H 3.95570 1.52110 -0.85728  0.297
H 2.79071 0.96600 -2.06515  0.192
H 3.40257 -0.15997 -0.83649  0.374
C 0.62375 2.77758 -1.73167  -1.212
H -0.44118 2.97396 -1.91252  0.058
H 0.99864 2.19531 -2.58755  0.094
H 1.13986 3.75416 -1.74821  0.444
C -0.20902 -3.75665 3.20267  -0.288
H 0.30662 -3.76890 4.17136  0.337
C -1.48947 -4.33277 3.09051  -0.451
H -1.93338 -4.79430 3.96562  0.341
C -2.11648 -4.34150 1.84284  -0.453
H -3.12012 -4.74605 1.71160  0.364
C -1.43334 -3.83290 0.74968  -0.442
H -1.83612 -3.82965 -0.26329  0.286
C -0.15604 -3.21124 0.95475  0.783
C 0.54712 -2.48960 -0.03986  -1.257
H 1.55014 -2.11736 0.18920  0.332
C -0.42368 -1.13441 -1.82606  -1.349
C 0.36636 -3.18947 -2.43854  -0.977
H 0.75829 -4.17414 -2.27270  0.543
C 0.08957 -2.50660 -3.55050  -0.597
H 0.17404 -2.79485 -4.58371  0.545
N -0.33029 -1.22675 -3.17686  1.305
C -0.50180 -0.12975 -4.07864  -2.722
C 0.55706 0.25305 -4.92815  3.618
C 0.36221 1.37220 -5.74200  -4.086
H 1.15333 1.67237 -6.42586  -0.964
C -0.81591 2.12386 -5.69379  6.786
C -1.05840 3.28537 -6.61282  -2.439
H -1.60936 4.07841 -6.08801  0.408
H -1.66792 2.98386 -7.47830  0.537
H -0.11119 3.68549 -6.99288  0.628
C -1.79764 1.77566 -4.76452  -3.178
H -2.70603 2.37278 -4.68848  -0.772
C -1.65349 0.66178 -3.93745  2.465
C -2.75519 0.34434 -2.97364  -1.478
H -2.94199 -0.72689 -2.82741  0.279
H -3.68427 0.81132 -3.33445  0.394
H -2.58093 0.79930 -1.98150  -0.057
C 1.87216 -0.46263 -4.98428  -1.611
H 1.80392 -1.43508 -5.49215  0.440
H 2.32854 -0.61096 -3.99610  0.181
H 2.56517 0.16208 -5.56181  0.366
S -3.37612 -0.75986 0.52216  -0.752
C -3.57202 -0.53659 2.20293  0.182
N -4.72623 0.06108 2.65865  0.057
C -5.09396 0.04911 3.97752  -0.612
C -4.26047 -0.52792 4.91194  -0.449
C -3.01023 -1.01521 4.50090  -0.778
C -2.65670 -0.98382 3.15424  0.094
H -5.33494 0.46906 1.95444  0.217
H -6.04108 0.52535 4.20442  0.375
H -4.56166 -0.56652 5.95393  0.340
H -2.30756 -1.44129 5.21959  0.371
H -1.72335 -1.37624 2.75000  -0.022

total charge = -2
HOMO-LUMO gap (spin up / spin down) = 4.67 / 1.88 eV
total energy = -2065.11081 Eh
highest occupied orbital energy (spin up / spin down) = -0.3157 / 2.4964 eV
maximum force = 2.69 eV Å⁻¹

---

Entry 3:
# C5H10O

C5H10O in the gas phase at a distorted geometry (ωB97M-V/def2-TZVPD, the Open Molecules 2025 dataset).

Last column: natural (NBO) charge in e.
Atoms and positions in Å:
C 1.33161 0.04956 -0.71819  -0.645
C 0.78393 1.05059 0.37143  -0.419
C 0.04582 0.12130 1.30585  0.005
O -1.13353 0.41237 1.87630  -0.614
C -0.52812 -0.81473 0.32864  0.215
C -1.59538 -0.42285 -0.62144  -0.713
H 2.06230 -0.64452 -0.28503  0.214
H 1.78402 0.74461 -1.39454  0.231
H 0.72039 -0.56540 -1.41716  0.223
H 1.63448 1.60151 0.79383  0.215
H 0.08049 1.77236 -0.06439  0.211
H 0.75640 -0.40454 1.97535  0.147
H -0.23236 -1.86922 0.30153  0.196
H -1.63288 0.64880 -0.82524  0.237
H -2.48939 -0.69206 -0.06492  0.275
H -1.58777 -0.98779 -1.56201  0.223

HOMO-LUMO gap (spin up / spin down) = 8.96 / 8.11 eV
total energy = -271.58930 Eh
highest occupied orbital energy (spin up / spin down) = -8.9635 / -8.3470 eV
maximum force = 1.36 eV Å⁻¹

---

Entry 4:
# C7H13NO2S

C7H13NO2S in the gas phase at a distorted geometry (ωB97M-V/def2-TZVPD, the Open Molecules 2025 dataset).

Last column: natural (NBO) charge in e.
Atoms and positions in Å:
C -1.40952 -0.32891 -2.10226  -0.594
C -1.26051 0.20835 -0.32228  -0.099
S -2.41358 1.55714 0.03442  -0.067
C -1.75162 -1.06261 0.60695  0.759
O -2.86190 -0.92678 1.06789  -0.696
O -0.92512 -1.97063 0.72702  -0.753
N 0.13690 0.52351 -0.16758  -0.411
C 1.06372 -0.51601 -0.61376  -0.293
C 2.18577 -0.56358 0.35990  -0.433
C 2.04816 0.72682 1.16503  -0.431
C 0.51602 0.95976 1.17808  -0.256
H -2.47925 -0.09287 -2.28480  0.230
H -1.33602 -1.41803 -2.01941  0.235
H -0.73458 0.27304 -2.61634  0.186
H -3.47739 0.87697 0.41359  0.219
H 0.25367 1.39320 -0.72440  0.420
H 1.26228 -0.27219 -1.70841  0.221
H 0.48432 -1.48000 -0.39835  0.326
H 3.35722 -0.66208 0.02488  0.235
H 1.99803 -1.52362 0.91687  0.241
H 2.40290 0.57882 2.15370  0.235
H 2.70790 1.55590 0.79572  0.214
H 0.07429 0.19238 1.83445  0.244
H 0.15831 1.97141 1.67907  0.268

HOMO-LUMO gap = 8.56 eV
total energy = -877.83518 Eh
highest occupied orbital energy = -8.5189 eV
maximum force = 5.82 eV Å⁻¹

---

Entry 5:
# C5H14

2 unconnected molecules or ions with the total composition C5H14 at a distorted geometry (ωB97M-V/def2-TZVPD, the Open Molecules 2025 dataset).

Last column: Mulliken spin population.
Atoms and positions in Å:
C 2.63741 0.80433 0.38567  0.675
C 1.45620 0.02201 1.03904  -0.215
H 3.30460 1.33492 1.07636  -0.017
H 3.15496 0.10904 -0.26186  -0.223
H 2.16342 1.63839 -0.14460  -0.300
H 0.65650 -0.01321 0.32003  0.219
H 1.19217 0.45176 2.00249  -0.026
H 1.74036 -1.02462 1.19793  -0.120
C -1.54692 0.24467 -0.65704  0.137
C -1.03857 -0.85505 -1.56110  2.612
C -1.71657 -0.16511 0.78703  0.594
H -0.83729 1.06958 -0.61135  0.588
H -2.40788 0.70870 -1.16815  -0.612
H -0.09860 -0.80043 -2.15283  -0.652
H -0.95033 -0.85599 1.16071  0.304
H -1.59794 0.78126 1.34734  -0.236
H -1.42680 -1.18109 -2.51053  -1.382
H -1.05095 -1.82516 -1.01463  0.204
H -2.60891 -0.78937 0.89284  -0.551

multiplicity = 2
total charge = -1
HOMO-LUMO gap (spin up / spin down) = 2.68 / 10.97 eV
total energy = -198.78445 Eh
highest occupied orbital energy (spin up / spin down) = 1.5178 / -6.7957 eV
maximum force = 2.73 eV Å⁻¹
<S²> = 0.7503

---

Entry 6:
# C5H12NO2

2 unconnected molecules or ions with the total composition C5H12NO2 at a distorted geometry (ωB97M-V/def2-TZVPD, the Open Molecules 2025 dataset).

Last column: natural (NBO) charge in e.
Atoms and positions in Å:
N 1.78537 0.89558 -0.25071  -0.640
C 1.25829 1.46327 1.02504  -0.223
C 0.65761 0.28430 1.80582  -0.468
C 0.89934 -0.97385 1.02564  -0.453
C 1.21646 -0.46350 -0.37623  -0.112
C -0.29372 -0.30481 -1.13462  -0.007
O -1.27043 -0.52337 -0.27593  -0.947
H 2.76356 0.85113 -0.28498  0.331
H 2.10701 2.00024 1.31806  0.173
H 0.41297 2.19214 0.72144  0.174
H 1.08068 0.42097 2.84629  0.189
H -0.46059 0.49552 1.68391  0.263
H 1.63372 -1.67186 1.52470  0.169
H 0.03179 -1.70003 0.91362  0.260
H 1.77525 -1.08928 -1.02362  0.173
H -0.31606 0.72496 -1.56821  0.098
H -0.21674 -1.07796 -1.88881  0.084
H -2.69358 -0.67279 -0.96351  0.503
H -3.15152 0.33770 -1.99331  0.443
O -3.46606 -0.36566 -1.42464  -1.012

total charge = -1
HOMO-LUMO gap = 6.80 eV
total energy = -402.90094 Eh
highest occupied orbital energy = -2.8490 eV
maximum force = 3.82 eV Å⁻¹

---

Record-wise energy above the lowest of the compared OMol25 structures with the same formula, charge and spin values, in eV: 0.499, 0.000, 4.444, 3.411, 1.309, 3.497